No. 1
Computed, not measured: a 6-piece molecular cluster, C18H48O6 overall at a distorted geometry, with ωB97M-V with the def2-TZVPD basis set.

Results
HOMO-LUMO gap in eV: 10.2
E_LUMO in eV: 0.33
HOMO in eV: -9.91
Relative energy (zero: lowest compared OMol25 entry of this formula, charge and spin) in eV: 2.4762

Each line ends with the Löwdin charge.
CARTESIAN COORDINATES (ANGSTROEM)
H 3.734 -5.698 0.297  0.07
H 3.561 -6.667 1.716  0.07
H -6.293 3.162 1.103  0.08
H 7.944 1.990 -3.607  0.09
C 3.450 -5.647 1.348  -0.05
O -0.348 7.663 -2.244  -0.06
H -1.176 7.946 -2.641  0.08
O -4.057 -4.679 5.374  -0.04
C -6.104 -0.083 -0.191  -0.06
H 4.392 2.479 -4.241  0.07
C -2.855 -4.033 5.195  -0.52
H -2.061 -4.780 5.189  0.12
H 1.405 5.754 -1.205  0.08
H -7.595 0.762 1.102  0.13
H 2.129 6.338 -2.645  0.08
H -1.082 -0.112 0.273  0.08
H -6.741 -0.679 -0.845  0.08
H 1.276 -1.278 0.058  0.08
C 6.066 1.414 -3.416  -0.49
O -7.478 1.753 -0.700  -0.07
C -0.137 6.319 -2.631  -0.51
H 6.880 -0.198 -4.530  0.09
H 2.478 0.452 1.113  0.08
H -5.393 0.323 -0.912  0.08
O 1.146 -0.746 -0.730  -0.06
C 0.883 0.566 -0.361  -0.49
H -8.001 2.451 -0.300  0.08
H 7.421 -0.067 -2.809  0.07
H -3.584 -2.513 3.824  0.08
H -0.899 5.814 -2.037  0.13
C 2.174 1.069 0.267  -0.06
H 5.991 1.639 -2.352  0.13
O 1.944 -3.852 1.581  -0.04
H -1.872 -2.306 6.216  0.07
C -2.640 -3.066 6.362  -0.05
H 2.168 2.119 0.560  0.08
H 1.596 -5.622 2.436  0.13
H -3.063 -3.998 2.958  0.07
H 0.155 -0.100 1.605  0.08
H -0.673 5.204 -4.393  0.08
H -3.611 -2.577 6.444  0.08
O 7.085 2.209 -3.976  -0.05
H 4.784 1.100 -5.237  0.08
C -5.886 2.160 0.967  -0.06
H -5.553 -0.667 0.546  0.08
H 1.340 4.803 -2.629  0.08
H 2.199 -3.596 2.470  0.10
C 1.237 5.830 -2.280  -0.06
H 1.232 -6.801 0.301  0.08
H 3.945 0.838 -3.729  0.07
H 0.063 -5.529 0.451  0.08
C -0.506 6.248 -4.128  -0.05
H -5.598 1.851 1.972  0.07
H -2.342 -3.582 7.274  0.08
C -2.853 -3.320 3.786  -0.04
C 1.974 -5.211 1.500  -0.55
H -4.305 -4.958 4.490  0.08
C 1.134 -5.718 0.378  -0.06
H -1.829 -3.020 3.561  0.07
H 2.899 0.935 -0.536  0.07
H -1.408 6.782 -4.423  0.07
H 5.892 -0.808 -3.229  0.08
C -0.225 0.398 0.713  -0.06
H 0.573 1.140 -1.235  0.14
H 1.505 -5.307 -0.561  0.09
H 0.386 6.623 -4.629  0.08
C 4.720 1.440 -4.203  -0.04
H 4.217 -4.997 1.768  0.08
H -4.929 2.185 0.447  0.08
C -6.833 1.107 0.404  -0.49
H -0.629 1.357 1.039  0.07
C 6.580 -0.007 -3.500  -0.09

---

No. 2
Computed, not measured: C24H26AsF6GeN4OPdSe2 as an isolated structure at a distorted geometry, with ωB97M-V with the def2-TZVPD basis set.

Results
HOMO-LUMO gap (spin up / spin down) in eV: 4.2 / 4.3
Expectation value of S²: 0.770
E_LUMO (spin up / spin down) in eV: 3.97 / 3.98
HOMO (spin up / spin down) in eV: -0.26 / -0.32
Spin multiplicity: 2
Total charge: -2
Relative energy (zero: lowest compared OMol25 entry of this formula, charge and spin) in eV: 2.4935

Each line ends with the Mulliken spin population.
CARTESIAN COORDINATES (ANGSTROEM)
F -6.426 -0.605 -1.354  0.00
H -1.610 3.340 4.913  0.00
F -5.213 -2.608 -2.123  0.00
H 2.267 2.193 -2.244  0.00
H 0.544 2.036 0.451  0.01
H 2.331 -0.735 3.500  0.00
C -1.851 3.035 2.792  0.02
C 2.314 -1.640 2.906  0.00
C 2.273 -3.941 1.354  0.01
C -2.178 0.338 3.455  0.00
C -1.405 1.080 -1.820  0.89
H -1.780 1.775 -5.104  0.00
H 4.084 -2.467 3.810  0.00
H -1.869 0.951 5.497  0.00
H 0.133 4.421 -3.727  0.00
H -0.211 -5.213 0.049  0.00
F -4.870 -1.760 0.130  0.00
Se -2.612 -1.727 2.061  0.02
N 3.108 -1.355 -1.104  -0.02
N 0.745 -0.319 -0.912  -0.05
C 3.296 -2.608 3.080  0.01
H 0.960 -4.645 -1.166  0.00
H 4.774 2.243 1.201  0.00
C 3.265 -3.756 2.299  0.00
H 2.140 2.301 -4.007  0.00
Pd -1.112 -0.203 -0.374  0.04
N -2.464 -0.197 1.192  -0.01
H 0.053 4.294 -1.964  -0.01
C -2.062 2.141 1.772  -0.04
C 3.032 -0.173 -0.422  0.00
H -2.114 2.448 0.733  0.01
H 2.100 0.725 -3.209  -0.01
C 1.311 -1.827 1.977  0.00
C 1.543 1.620 0.368  0.00
C 2.652 2.263 0.914  0.00
H -1.432 4.242 -2.919  0.00
H 4.028 -4.516 2.430  0.00
C -1.786 2.607 4.134  -0.01
C 1.790 1.765 -3.122  0.02
H 5.111 0.075 0.029  0.00
C 0.207 -3.103 0.174  0.03
H 2.268 -4.841 0.753  0.00
H -0.121 2.096 -5.638  0.00
C 0.050 -4.386 -0.621  0.00
Ge -0.192 1.953 -3.051  -0.02
H 0.547 -1.067 1.860  0.00
C 3.922 1.713 0.788  0.00
O -0.841 -2.356 0.291  0.01
C -1.937 1.288 4.471  0.01
H 2.519 3.196 1.451  0.00
C 4.123 0.507 0.127  0.00
F -4.693 -0.429 -3.102  0.00
C -2.229 0.782 2.092  0.01
As -4.708 -1.048 -1.453  0.00
H -1.728 4.087 2.566  0.00
H -0.599 0.466 -5.131  0.00
C -0.386 3.939 -2.897  0.04
N -2.368 -0.974 3.645  0.03
C -0.731 1.530 -4.933  0.03
Se 1.451 -1.831 -1.535  -0.01
H -0.762 -4.241 -1.332  0.00
F -3.042 -1.589 -1.618  0.01
H -2.282 0.738 -2.380  0.00
C 1.272 -2.977 1.171  -0.01
C 1.733 0.415 -0.299  -0.02
F -4.336 0.531 -0.878  0.00

---

No. 3
Computed, not measured: a 2-piece molecular cluster, C11H18 overall at a distorted geometry, with ωB97M-V with the def2-TZVPD basis set.

Results
HOMO-LUMO gap in eV: 9.9
E_LUMO in eV: 0.85
HOMO in eV: -9.06
Relative energy (zero: lowest compared OMol25 entry of this formula, charge and spin) in eV: 1.9836

Each line ends with the Löwdin charge.
CARTESIAN COORDINATES (ANGSTROEM)
C 0.942 -3.118 1.511  -0.09
H -0.436 -1.889 3.869  0.06
H -1.814 -2.704 0.670  0.04
H 2.030 -0.242 -2.081  0.10
H 0.901 -3.804 2.380  0.09
C 0.367 3.009 0.575  -0.04
C -1.568 -2.408 1.626  -0.07
H 0.069 -1.126 1.063  0.12
C -0.043 -2.013 1.746  -0.47
C -0.997 2.074 -1.586  -0.07
C 1.181 0.422 -1.965  -0.11
H 0.149 -0.519 -3.638  0.12
H 0.590 -3.715 0.697  0.06
H 1.188 3.556 0.154  0.06
C 0.044 -1.332 3.127  -0.09
H -2.012 1.068 -3.132  0.10
H 1.979 -2.686 1.344  0.10
H -0.324 3.850 0.691  0.06
H 0.552 2.520 1.549  0.08
H 1.081 -0.955 3.242  0.09
H -2.190 -1.552 1.839  0.07
H 1.726 1.036 0.063  0.12
C 1.065 1.133 -0.828  -0.10
H -0.374 -0.411 3.097  0.03
H -1.836 -3.216 2.284  0.07
C 0.105 0.342 -2.901  -0.09
H -1.863 2.731 -1.656  0.10
C 0.018 2.098 -0.695  -0.24
C -1.017 1.135 -2.682  -0.09

---

No. 4
Computed, not measured: a 6-piece molecular cluster, C44H46O23S overall at a distorted geometry, with ωB97M-V with the def2-TZVPD basis set.

Results
HOMO-LUMO gap in eV: 5.9
E_LUMO in eV: -1.55
HOMO in eV: -7.49
Relative energy (zero: lowest compared OMol25 entry of this formula, charge and spin) in eV: 0.0000

Each line ends with the Löwdin charge.
CARTESIAN COORDINATES (ANGSTROEM)
C 5.816 1.381 -0.848  -0.04
H 1.135 1.945 -2.797  0.14
C -6.606 -1.517 3.596  -0.30
O -3.098 0.002 4.983  0.08
C 5.109 1.215 -3.279  -0.09
O 1.874 -1.094 -1.257  -0.26
H 3.791 -1.111 -6.527  0.12
O 4.378 -1.714 -7.025  0.12
H -4.007 -6.442 0.614  0.14
H -1.119 1.957 -0.832  0.13
H -0.014 -4.968 1.666  0.12
C -2.130 -5.395 0.977  -0.31
H -0.891 1.214 -3.777  0.12
H 6.055 2.418 -1.058  0.06
O -3.055 -1.395 2.772  0.12
C -3.358 -3.097 -0.172  -0.32
C -2.161 -6.558 6.884  -0.23
O -7.742 -0.502 5.428  0.12
H 7.980 1.168 -10.460  0.12
H 3.111 2.689 -0.584  0.09
O 3.973 0.864 -6.875  0.09
H -1.949 -8.062 7.940  0.12
H -6.409 4.038 2.601  0.13
O -1.511 -6.319 1.476  0.10
O -6.350 6.591 3.352  0.12
C -0.654 -6.623 6.782  -0.31
C -1.417 -4.069 0.855  -0.22
C -0.374 -0.347 -2.374  -0.18
C -5.421 -0.166 5.330  0.07
C 3.721 1.818 -3.297  -0.18
O -2.753 -3.684 4.911  0.10
C -1.147 0.944 -2.754  -0.18
O 7.394 1.773 -9.961  0.12
H 4.962 1.323 -0.165  0.08
C 6.100 -0.789 -2.212  -0.06
H 0.178 -0.716 -3.236  0.11
O -2.697 -7.517 7.622  0.12
H -8.387 -0.984 4.872  0.12
O -0.183 -4.064 1.334  0.12
C 0.758 2.197 -1.801  -0.35
O -7.693 -1.949 3.258  0.11
O -5.329 -4.406 -0.485  0.11
C -2.192 -4.599 5.489  -0.30
H 6.290 -2.468 -8.718  0.14
H 4.435 3.681 -4.035  0.12
H 3.183 1.409 -2.444  0.08
C 6.613 1.000 -9.224  -0.23
O -3.978 -2.182 -0.691  0.09
H 0.674 3.927 -0.577  0.13
C -4.231 -1.234 3.356  -0.23
H 2.820 4.355 -0.173  0.12
O -4.807 2.166 3.495  0.11
H -2.938 5.310 6.074  0.14
C 3.602 3.353 -3.408  -0.16
C -2.003 -2.993 0.311  0.06
H -0.884 -3.185 4.280  0.11
O -0.147 -3.740 4.603  0.12
O -4.521 7.193 5.111  0.10
H 6.674 0.921 -0.361  0.08
C 6.086 -1.413 -8.607  0.07
C -4.779 3.329 3.856  -0.29
C 0.028 -5.632 5.976  0.08
C 5.142 -0.941 -7.781  -0.23
C -5.373 -1.749 2.879  0.09
C 6.872 -0.481 -9.388  -0.31
H -3.954 -5.547 6.345  0.14
H -5.415 -2.337 1.973  0.13
H -2.411 -0.913 3.329  0.13
H 5.226 -1.417 -2.377  0.08
C 2.757 3.634 -0.992  -0.15
H -5.380 0.434 6.229  0.14
H -6.050 7.389 3.832  0.12
O -0.007 -0.594 0.188  -0.28
S 0.750 -0.255 -0.984  0.62
O -2.979 2.775 5.360  0.12
C -5.573 5.604 3.771  -0.24
H 3.919 6.160 -1.427  0.08
H -5.484 -3.501 -0.822  0.12
C -0.688 -4.679 5.363  -0.23
H 1.076 4.253 -2.241  0.12
C 1.278 3.569 -1.415  -0.12
C -4.082 -4.416 -0.032  -0.24
C -4.543 6.016 4.795  -0.32
H 4.150 5.941 -3.174  0.08
H -1.053 -1.145 -2.078  0.10
H -1.506 -2.033 0.229  0.10
C 5.666 1.472 -8.400  0.07
H 1.104 -5.697 5.894  0.14
H 5.695 1.215 -4.198  0.10
C 3.732 4.115 -2.083  -0.38
C 4.865 0.539 -7.638  -0.31
H -3.213 1.929 4.922  0.08
O 1.212 1.246 -0.805  -0.20
H 6.614 -1.105 -1.306  0.07
C -5.676 4.341 3.335  0.07
H 5.472 2.528 -8.279  0.14
C -4.189 -0.416 4.621  -0.32
C -3.661 5.006 5.331  0.07
C 5.637 0.646 -2.165  -0.32
O 7.742 -0.805 -10.175  0.11
H 6.745 -0.940 -3.088  0.08
H 3.262 1.402 -4.200  0.10
H -1.215 3.040 -2.210  0.13
H 4.740 3.970 -1.688  0.12
C -6.563 -0.679 4.853  -0.22
H -2.215 0.752 -2.664  0.11
H 2.523 5.907 -2.452  0.07
C 3.567 5.621 -2.310  -0.07
C -0.763 2.114 -1.853  -0.15
H 2.669 3.671 -3.887  0.11
C -3.499 -5.494 0.508  0.07
C -2.877 -5.603 6.275  0.08
O -0.097 -7.520 7.388  0.11
C -3.759 3.736 4.902  -0.22

---

No. 5
Computed, not measured: C4H7NO as an isolated structure, with ωB97M-V with the def2-TZVPD basis set.

Results
HOMO-LUMO gap in eV: 8.6
E_LUMO in eV: 0.73
HOMO in eV: -7.87
Relative energy (zero: lowest compared OMol25 entry of this formula, charge and spin) in eV: 5.4400

Each line ends with the Löwdin charge.
CARTESIAN COORDINATES (ANGSTROEM)
O 1.057 -0.008 -2.971  -0.04
H 1.186 1.395 -0.595  0.10
C -0.515 0.653 1.480  -0.08
C 0.952 0.336 -0.635  -0.13
H -0.332 0.526 2.543  0.11
C 0.704 -0.360 -1.853  -0.38
H 1.318 -0.551 0.418  0.20
H -1.755 -0.155 -0.174  0.12
H -1.474 -1.351 1.208  0.11
N 0.247 -0.193 0.594  -0.17
C -1.183 -0.432 0.708  -0.07
H 0.178 -1.341 -1.711  0.12
H -0.649 1.676 1.136  0.12